Entry 1:
# C5H5P

A single C5H5P molecule at a distorted geometry (wB97M-V/def2-TZVPD, the OMol25 dataset).

Element x y z (Å)
C -0.708 1.384 0.628
C 0.355 0.826 1.165
C -0.097 -2.358 0.303
C 0.273 0.753 -0.415
C -0.141 -0.447 -1.062
P -1.272 -1.776 -0.711
H -1.489 2.115 0.604
H 0.950 0.526 2.017
H 0.747 -1.736 0.397
H 0.910 1.386 -0.969
H 0.473 -0.674 -1.957

Spin multiplicity ... 3
Expectation value of S² ... 2.042
Energy relative to the best compared isomer or geometry (same formula, charge and spin) ... 2.588 eV
Lowest unoccupied orbital energy (alpha / beta) ... 0.153 / -1.324 eV
HOMO level (alpha / beta) ... -6.89 / -9.20 eV
HOMO-LUMO gap (alpha / beta) ... 0.259 / 0.290 hartree

Need the natural (NBO) charges? In units of e they are: C -0.18; C -0.17; C -0.47; C -0.31; C -0.49; P 0.59; H 0.24; H 0.24; H 0.15; H 0.20; H 0.20


Entry 2:
# C2H10O2S2

4 unconnected molecules or ions with the total composition C2H10O2S2 at a distorted geometry (wB97M-V/def2-TZVPD, the OMol25 dataset).

Element x y z (Å)
C -1.496 -0.359 1.312
S -2.178 -0.458 -0.337
S 1.942 -0.312 -0.354
C 0.907 -1.615 -0.919
H -0.658 -1.049 1.430
H -1.272 0.651 1.605
H -2.213 -0.747 2.046
H -0.159 -1.364 -0.677
H 0.967 -1.932 -1.955
H 0.994 -2.545 -0.351
H 1.427 0.437 1.321
H 1.906 1.471 2.424
O 1.161 0.919 2.159
H 0.635 1.908 -1.302
H -0.771 1.363 -1.182
O -0.272 2.116 -1.549

Energy relative to the best compared isomer or geometry (same formula, charge and spin) ... 4.877 eV
Lowest unoccupied orbital energy ... -4.378 eV
HOMO level ... -9.05 eV
HOMO-LUMO gap ... 0.172 hartree

Need the natural (NBO) charges? In units of e they are: C -0.81; S 0.14; S 0.05; C -0.78; H 0.26; H 0.25; H 0.25; H 0.23; H 0.24; H 0.25; H 0.44; H 0.47; O -0.98; H 0.47; H 0.47; O -0.94


Entry 3:
# C9H14

2 unconnected molecules or ions with the total composition C9H14 (wB97M-V/def2-TZVPD, the OMol25 dataset).

Element x y z (Å)
C 1.238 -2.973 -0.283
C 0.063 0.680 1.727
C 1.455 0.378 1.504
C -0.905 -0.199 1.247
C 1.798 -0.824 0.911
C -0.554 -1.368 0.580
C 0.837 -1.738 0.473
H -0.218 1.630 2.149
H 2.191 1.066 1.895
H -1.932 0.092 1.402
H 2.841 -1.120 0.795
H -1.313 -2.073 0.273
H 0.367 -3.497 -0.675
H 1.753 -3.707 0.338
H 1.877 -2.743 -1.140
C -1.822 2.213 -1.076
C -0.498 1.885 -1.737
H -2.330 1.309 -0.748
H -1.731 2.817 -0.173
H -2.570 2.704 -1.698
H -0.677 1.342 -2.666
H 0.130 1.326 -1.052
H 0.001 2.802 -2.047

Net charge ... -1
Spin multiplicity ... 2
Expectation value of S² ... 0.759
Energy relative to the best compared isomer or geometry (same formula, charge and spin) ... 0.108 eV
Lowest unoccupied orbital energy (alpha / beta) ... 4.078 / 3.934 eV
HOMO level (alpha / beta) ... 1.06 / -3.60 eV
HOMO-LUMO gap (alpha / beta) ... 0.111 / 0.277 hartree

Need the natural (NBO) charges? In units of e they are: C -0.64; C -0.39; C -0.37; C -0.20; C -0.23; C -0.40; C -0.16; H 0.18; H 0.18; H 0.18; H 0.18; H 0.18; H 0.19; H 0.19; H 0.18; C -0.61; C -0.64; H 0.21; H 0.20; H 0.18; H 0.19; H 0.25; H 0.18


Entry 4:
# C21H20ClF5N2O3PdS

A molecular structure, C21H20ClF5N2O3PdS (wB97M-V/def2-TZVPD, the OMol25 dataset).

Element x y z (Å)
Pd 0.195 0.394 -0.070
F 1.858 -5.488 -3.524
C 1.778 -4.170 -3.223
C 0.547 -3.538 -3.146
F -0.573 -4.255 -3.380
C 0.472 -2.195 -2.846
F -0.755 -1.651 -2.820
C 1.608 -1.401 -2.589
S 1.490 0.277 -2.166
C 2.827 -2.088 -2.679
F 3.984 -1.439 -2.449
C 2.919 -3.432 -2.992
F 4.123 -4.038 -3.073
C -0.573 -4.064 2.992
C 0.460 -3.248 2.268
C 1.523 -3.847 1.622
C 2.466 -3.064 0.966
Cl 3.822 -3.864 0.191
C 2.358 -1.697 0.930
C 1.275 -1.067 1.556
C 0.339 -1.845 2.251
O -0.713 -1.371 2.949
C -1.107 -0.011 2.764
C -0.296 1.041 3.587
O -0.029 0.716 4.755
O -0.053 2.113 2.987
H -0.259 -5.107 3.061
H -1.534 -4.025 2.474
H -0.743 -3.672 3.996
H 1.626 -4.926 1.628
H 3.080 -1.094 0.395
H 1.291 0.028 1.651
H -2.135 0.013 3.135
H -1.101 0.186 1.671
C 0.045 3.421 -0.418
C -0.528 4.821 -0.766
N -1.993 4.769 -0.860
C -2.512 4.220 0.399
C -1.999 2.773 0.616
N -1.039 2.433 -0.440
C -1.701 2.467 -1.741
C -2.355 3.858 -1.951
H 0.486 3.391 0.580
H 0.807 3.105 -1.133
H -0.147 5.182 -1.726
H -0.262 5.560 -0.005
H -3.606 4.261 0.364
H -2.184 4.878 1.208
H -2.817 2.050 0.560
H -1.494 2.646 1.577
H -2.439 1.663 -1.769
H -0.949 2.235 -2.498
H -3.447 3.785 -1.972
H -2.038 4.311 -2.895

Net charge ... -2
Lowest unoccupied orbital energy ... 4.759 eV
HOMO level ... -0.16 eV
HOMO-LUMO gap ... 0.181 hartree

Need the natural (NBO) charges? In units of e they are: Pd 0.04; F -0.32; C 0.21; C 0.25; F -0.32; C 0.30; F -0.30; C -0.25; S -0.44; C 0.28; F -0.32; C 0.30; F -0.32; C -0.62; C -0.08; C -0.26; C -0.06; Cl -0.06; C -0.21; C -0.33; C 0.39; O -0.51; C -0.19; C 0.73; O -0.76; O -0.79; H 0.19; H 0.21; H 0.22; H 0.20; H 0.24; H 0.25; H 0.18; H 0.17; C -0.27; C -0.25; N -0.44; C -0.25; C -0.29; N -0.45; C -0.26; C -0.25; H 0.24; H 0.22; H 0.18; H 0.19; H 0.18; H 0.19; H 0.18; H 0.28; H 0.20; H 0.22; H 0.18; H 0.18


Entry 5:
# C6H6BrO5S

A molecular structure, C6H6BrO5S at a distorted geometry (wB97M-V/def2-TZVPD, the OMol25 dataset).

Element x y z (Å)
C -1.625 -0.271 0.595
C -1.993 0.179 -0.698
C -0.338 -0.682 0.900
C -0.963 0.432 -1.573
C 0.368 0.843 -1.192
C 0.933 -0.407 0.260
O 3.085 0.953 -0.092
O 1.383 2.205 1.122
O 2.499 0.261 2.222
O 1.320 0.879 -2.136
O 1.655 -1.505 -0.127
S 2.056 0.923 0.988
Br -1.412 0.517 -3.361
H -2.414 -0.607 1.368
H -3.044 0.007 -0.861
H -0.455 -1.556 1.589
H 0.329 1.779 -0.587
H 1.966 1.457 -1.741
H 2.464 -1.006 -0.393

Net charge ... -1
Lowest unoccupied orbital energy ... 2.936 eV
HOMO level ... -4.87 eV
HOMO-LUMO gap ... 0.287 hartree

Need the natural (NBO) charges? In units of e they are: C -0.21; C -0.30; C -0.24; C -0.11; C 0.02; C 0.00; O -1.06; O -0.99; O -0.99; O -0.70; O -0.69; S 2.35; Br 0.03; H 0.20; H 0.22; H 0.20; H 0.25; H 0.51; H 0.50


Entry 6:
# CH8O2S2

3 unconnected molecules or ions with the total composition CH8O2S2 at a distorted geometry (wB97M-V/def2-TZVPD, the OMol25 dataset).

Element x y z (Å)
C 0.394 -0.532 1.663
S -0.966 -1.687 2.027
S -0.102 -3.463 1.655
H 1.050 -0.641 2.523
H -0.106 0.409 1.878
H 0.702 -0.655 0.635
H 0.946 -3.130 0.887
H 0.106 2.780 -2.750
H 0.510 1.328 -3.023
O 0.222 2.145 -3.445
H -0.761 1.907 -0.834
H -1.178 0.426 -0.897
O -0.818 1.112 -0.320

Energy relative to the best compared isomer or geometry (same formula, charge and spin) ... 1.052 eV
Lowest unoccupied orbital energy ... 0.255 eV
HOMO level ... -7.95 eV
HOMO-LUMO gap ... 0.302 hartree

Need the natural (NBO) charges? In units of e they are: C -0.73; S 0.07; S -0.17; H 0.23; H 0.24; H 0.23; H 0.13; H 0.46; H 0.47; O -0.93; H 0.47; H 0.48; O -0.95


| no. | molar mass (g/mol) | DFT total energy (a.u.) |
| --- | --- | --- |
| 1 | 96.1 | -534.5558 |
| 2 | 130.2 | -1028.8797 |
| 3 | 122.2 | -351.2754 |
| 4 | 617.3 | -2633.0585 |
| 5 | 270.1 | -3580.6267 |
| 6 | 116.2 | -989.7130 |